Record 1
C28H32N2O4 in the gas phase at a distorted geometry, computed with the ωB97M-V functional and the def2-TZVPD basis.

The energy relative to the best compared isomer or geometry (same formula, charge and spin) comes out at 50.9 kcal/mol. The structure (SMILES) is COc1ccc(OC(c2ccc(N3CCOCC3)cc2)c2ccc(N3CCOCC3)cc2)cc1. The total charge is 0. The HOMO-LUMO gap is 8.1 eV.

The geometry in XYZ format:
```
66
Properties=species:S:1:pos:R:3:forces:R:3:lowdin_charge:R:1
O 0.210 -2.223 0.972 0.95 1.92 -0.59 -0.085
O 8.030 3.102 -0.236 -0.89 0.15 -0.08 -0.135
O -6.629 3.737 -0.209 0.14 -0.44 0.06 -0.127
O -2.422 -7.090 1.157 -0.14 -0.51 -0.24 -0.113
N -4.464 1.980 -0.330 -0.01 -0.18 0.13 -0.115
N 5.358 2.141 -0.269 0.23 0.46 -0.23 -0.112
C -3.135 0.156 0.473 0.38 0.57 -0.62 -0.006
C 0.448 -0.996 -0.131 0.40 -1.63 0.18 -0.060
C 6.279 1.837 -1.371 -0.02 -0.05 0.73 -0.157
C -3.584 -7.376 0.369 0.59 0.33 -0.23 -0.077
C -0.870 1.107 -0.917 0.00 -0.76 0.51 -0.024
C 4.108 0.082 -0.727 -1.16 -0.30 0.34 -0.006
C 5.979 2.494 1.021 0.26 -0.39 -0.28 -0.130
C -4.716 2.895 -1.431 0.04 0.20 0.92 -0.166
C -4.969 2.382 1.006 0.65 0.45 -0.83 -0.129
C 4.175 1.386 -0.205 -0.02 -0.56 0.71 -0.248
C 3.064 1.899 0.493 -0.98 -0.64 -0.29 -0.010
C -1.943 -0.542 0.490 0.00 -0.16 0.73 -0.036
C -1.767 -5.179 -0.289 0.06 -0.55 1.71 -0.027
C -0.642 -5.688 1.821 -0.63 -1.14 -0.06 -0.019
C 7.155 3.462 0.832 -0.10 0.12 0.05 -0.190
C -0.785 -0.113 -0.159 -0.38 0.78 -0.68 -0.182
C -1.142 -3.918 -0.262 0.44 0.39 0.53 -0.024
C -0.329 -3.480 0.837 -0.49 -0.62 -2.25 -0.295
C 7.316 2.955 -1.463 -0.01 -0.33 0.02 -0.190
C -1.616 -6.043 0.840 0.35 1.83 -0.24 -0.285
C 1.854 1.163 0.559 0.57 -0.65 0.46 -0.025
C -2.098 1.774 -1.046 -0.04 -0.11 0.43 -0.019
C -6.211 3.172 -1.439 0.41 0.22 -0.34 -0.196
C -0.010 -4.464 1.805 0.06 1.04 -0.45 -0.026
C -6.402 2.870 0.895 -0.06 0.00 0.15 -0.193
C 2.929 -0.688 -0.566 0.31 0.84 0.53 -0.024
C -3.220 1.333 -0.317 -0.29 -0.88 0.49 -0.234
C 1.782 -0.200 0.104 -0.06 0.51 -1.01 -0.146
H 3.128 2.904 0.940 -0.18 -0.55 -0.38 0.114
H -0.416 -6.428 2.628 -0.33 0.79 -0.77 0.128
H -6.631 3.473 1.777 -0.15 -0.21 -0.02 0.126
H -4.142 3.839 -1.297 -0.30 -0.19 -0.23 0.132
H 8.078 2.683 -2.196 -0.15 0.17 -0.07 0.123
H -3.273 -7.713 -0.645 -0.39 0.26 0.51 0.097
H -1.901 -1.414 1.137 0.13 0.03 -0.38 0.112
H -4.077 -8.196 0.897 0.03 0.16 -0.19 0.087
H 7.791 3.441 1.725 -0.28 0.13 -0.11 0.125
H 5.210 2.966 1.649 0.37 -0.15 -0.08 0.115
H -4.908 1.507 1.662 -0.11 0.39 -0.05 0.110
H -2.453 -5.442 -1.096 0.26 0.16 0.22 0.100
H 0.739 -4.200 2.543 -0.14 -0.10 0.08 0.114
H 2.917 -1.704 -0.945 -0.03 0.03 -0.08 0.112
H -7.060 1.990 0.861 -0.14 0.20 -0.18 0.126
H -4.328 3.191 1.426 -0.20 -0.33 -0.16 0.136
H -6.424 3.924 -2.198 -0.20 -0.09 -0.04 0.123
H 6.364 1.597 1.553 -0.29 0.14 -0.28 0.133
H -4.399 2.396 -2.351 -0.10 0.18 0.02 0.130
H 5.676 1.805 -2.289 0.28 -0.10 0.13 0.133
H -6.727 2.226 -1.681 -0.10 0.30 0.24 0.131
H 6.748 4.483 0.701 0.30 -0.23 -0.20 0.125
H 0.582 -1.556 -1.113 -0.30 0.56 1.31 0.154
H 0.980 1.657 1.016 0.50 -0.46 -0.24 0.118
H 6.793 0.859 -1.222 -0.13 0.43 -0.14 0.127
H 6.796 3.886 -1.774 0.37 -0.21 0.29 0.131
H -1.337 -3.275 -1.129 0.19 0.03 0.49 0.108
H 0.014 1.607 -1.350 -0.46 -0.72 0.05 0.118
H -3.991 -0.248 1.041 0.52 0.45 -0.51 0.120
H 4.967 -0.363 -1.223 -0.23 0.12 0.07 0.099
H -4.269 -6.497 0.314 0.52 -0.52 -0.05 0.101
H -2.179 2.678 -1.670 0.20 -0.53 0.47 0.106
```
Forces are in eV/Å.

=====

Record 2
A molecular structure, C38H42ClMoN3O4PSe at a distorted geometry, computed with the ωB97M-V functional and the def2-TZVPD basis.

The energy relative to the best compared isomer or geometry (same formula, charge and spin) comes out at 57.6 kcal/mol. As for the multiplicity: 3. The total charge is +1. The HOMO-LUMO gap (spin up / spin down) is 5.3 / 6.1 eV.

The geometry in XYZ format:
```
91
Properties=species:S:1:pos:R:3:forces:R:3:lowdin_charge:R:1
Mo -0.677 -0.392 1.053 1.34 -0.20 2.32 1.459
Se -0.950 1.653 2.622 -0.03 -0.53 -0.27 0.762
Cl -7.901 0.210 1.153 -0.08 0.00 0.02 0.715
P -0.216 -2.915 0.297 0.07 -0.62 -0.33 1.068
O -2.170 0.050 0.160 -3.06 0.87 -2.47 -0.352
O 1.124 -0.418 1.359 2.02 -0.43 0.37 -0.335
O 1.279 5.424 -6.202 -0.07 -0.06 -0.10 -0.067
O -1.890 -1.447 2.118 -1.44 -0.72 0.93 -0.260
N 0.085 1.166 -0.197 0.64 1.01 -0.78 -0.067
N 4.427 3.232 -1.048 0.67 -0.61 -0.51 0.104
N 4.338 4.203 -1.821 -0.31 0.69 1.08 0.107
C 1.291 -3.311 -0.718 -0.10 0.25 0.07 -0.519
C 3.132 3.484 -3.811 0.10 0.09 0.29 -0.013
C 3.572 2.446 -0.391 -0.42 0.18 0.25 -0.196
C -0.017 3.327 -1.202 0.45 0.28 -0.06 -0.014
C -2.014 0.042 4.778 0.13 -0.01 0.10 -0.158
C 1.277 -2.374 -1.928 -0.06 -0.07 0.02 -0.106
C 1.344 3.535 -1.024 -0.26 -0.14 -0.05 0.027
C 2.015 0.434 0.854 0.64 0.73 -0.54 -0.315
C -0.108 -3.880 1.898 0.28 0.20 0.01 -0.517
C 3.702 4.479 -2.981 -0.33 -0.20 -0.75 -0.299
C -5.403 -0.637 1.657 0.03 -0.10 0.17 -0.032
C 0.339 -5.335 1.757 -0.21 0.01 -0.03 -0.091
C -0.856 0.565 4.209 -0.02 0.23 -0.17 -0.637
C 1.418 1.382 -0.003 -0.02 0.04 0.13 -0.177
C 3.529 5.828 -3.337 0.03 -0.22 0.27 -0.007
C 0.994 6.763 -6.574 -0.02 0.12 -0.01 -0.064
C -3.477 0.067 0.354 -0.22 -0.30 0.74 -0.297
C 0.383 0.274 4.769 -0.05 0.00 0.07 -0.143
C -1.923 -0.817 5.863 -0.12 0.03 -0.04 -0.082
C -3.144 -1.456 2.249 0.15 -0.04 0.01 -0.116
C 2.719 6.183 -4.393 -0.10 0.11 -0.26 -0.008
C 3.389 0.491 1.085 -0.54 -0.39 0.31 0.011
C 2.102 5.194 -5.167 0.23 -0.12 0.27 -0.280
C 2.344 3.845 -4.872 -0.11 0.01 -0.12 0.005
C 2.120 2.500 -0.503 0.16 -0.25 -0.07 -0.057
C 0.465 -0.564 5.873 0.01 -0.02 0.01 -0.083
C -4.013 -0.687 1.431 0.09 0.55 -0.57 -0.119
C -1.650 -3.783 -0.537 0.09 0.24 -0.17 -0.514
C -2.429 -2.848 -1.466 -0.06 -0.09 0.10 -0.105
C -1.289 -5.057 -1.303 -0.02 -0.05 0.14 -0.105
C 0.743 -3.160 2.951 -0.19 -0.02 -0.04 -0.107
C -5.674 0.840 -0.234 0.19 -0.10 0.13 -0.053
C -0.685 -1.125 6.409 0.02 -0.04 0.04 -0.085
C 4.137 1.455 0.452 0.18 0.32 -0.19 0.005
C 2.590 -3.124 0.068 -0.05 -0.08 -0.04 -0.095
C -0.585 2.119 -0.847 -0.21 -0.38 0.20 -0.106
C -6.205 0.125 0.851 -0.07 -0.08 0.04 -0.654
C -4.325 0.802 -0.481 0.17 0.03 -0.12 0.024
H 1.902 7.310 -6.835 0.02 -0.05 -0.02 0.099
H 3.438 -3.145 -0.618 -0.01 -0.01 -0.03 0.091
H 3.999 6.587 -2.727 -0.01 0.01 0.02 0.120
H 0.350 6.689 -7.445 0.02 0.06 0.00 0.096
H -2.978 0.327 4.375 -0.03 -0.02 0.00 0.095
H -0.404 -5.936 1.238 0.04 -0.06 -0.01 0.065
H -3.337 -3.349 -1.809 0.00 -0.01 -0.04 0.090
H 0.465 -5.768 2.751 0.02 0.00 0.02 0.088
H -3.563 -2.103 3.017 0.05 -0.01 0.06 0.155
H 1.277 0.725 4.356 0.01 -0.05 -0.05 0.099
H -5.828 -1.174 2.495 -0.05 -0.06 -0.03 0.126
H -1.843 -2.589 -2.348 0.00 0.05 0.00 0.073
H 1.876 3.095 -5.495 0.02 -0.01 -0.03 0.124
H 1.291 -5.426 1.235 0.01 -0.02 -0.02 0.071
H -0.637 4.111 -1.612 -0.04 -0.05 -0.05 0.118
H 2.745 -3.912 0.802 0.01 0.03 0.05 0.064
H 0.453 -2.116 3.059 0.11 0.01 0.14 0.031
H 0.469 7.297 -5.778 0.01 -0.05 0.03 0.098
H -1.629 1.920 -1.031 -0.04 0.03 0.06 0.101
H 3.307 2.440 -3.586 -0.02 -0.03 0.03 0.119
H 2.108 -2.605 -2.595 0.02 -0.01 0.00 0.088
H 0.352 -2.462 -2.500 0.01 0.05 -0.04 0.059
H 1.427 -0.775 6.320 0.01 -0.01 -0.01 0.108
H 1.379 -1.336 -1.601 -0.02 0.01 -0.04 0.065
H -0.616 -5.712 -0.756 0.01 -0.02 -0.06 0.053
H 3.858 -0.215 1.757 0.01 -0.03 0.00 0.127
H 2.561 7.231 -4.604 0.02 -0.02 -0.04 0.110
H 2.597 -2.164 0.578 0.08 -0.01 0.03 0.047
H -6.332 1.425 -0.860 -0.03 -0.01 -0.02 0.119
H -3.897 1.337 -1.318 -0.02 0.04 0.00 0.124
H 1.219 -4.345 -1.061 -0.04 0.01 0.05 0.100
H -2.308 -4.037 0.302 0.08 -0.05 0.01 0.105
H -0.621 -1.782 7.266 0.01 -0.02 0.01 0.105
H -1.141 -3.868 2.262 0.02 0.00 -0.07 0.093
H 1.774 4.495 -1.247 0.13 0.08 -0.21 0.118
H -2.724 -1.932 -0.965 -0.01 0.03 -0.07 0.038
H 1.805 -3.211 2.715 0.01 0.09 -0.01 0.074
H 0.596 -3.633 3.923 0.00 -0.04 -0.01 0.089
H -0.830 -4.815 -2.262 0.04 0.01 0.00 0.083
H -2.200 -5.622 -1.510 -0.02 0.01 -0.05 0.090
H -2.828 -1.236 6.286 0.01 0.01 0.07 0.106
H 5.208 1.491 0.597 0.02 -0.04 -0.05 0.121
```
Forces are in eV/Å.

=====

The records above give, respectively, E_tot values of -40721.9604 -141754.4325 eV.